[1]
# BrClS

A cluster of 2 separate species, BrClS in total (ωB97M-V/def2-TZVPD, the Open Molecules 2025 dataset).

Each line ends with the natural charge from an NBO analysis.
Cartesian coordinates (Å):
Br -1.985378 -2.667061 -2.776621  -0.269
Cl -0.202671 -0.166946 -0.242814  0.056
S 0.683665 1.155225 1.046084  0.213

Cartesian forces, eV/Å:
0.20 0.29 0.29
0.91 1.35 1.32
-1.11 -1.64 -1.61

Relative energy (zero: lowest compared OMol25 entry of this formula, charge and spin) in kJ/mol: 203.3
Lowest unoccupied orbital energy in eV: -5.61
Highest occupied orbital energy in Eh: -0.3063

[2]
# BrF2NS

A cluster of 2 separate species, BrF2NS in total (ωB97M-V/def2-TZVPD, the Open Molecules 2025 dataset).

Each line ends with the natural charge from an NBO analysis.
Cartesian coordinates (Å):
Br -2.225871 0.286817 1.902698  0.405
S 1.700416 0.158902 -1.102279  0.938
F 1.094217 -0.547285 -2.433263  -0.467
F 0.343270 0.830743 -0.512504  -0.471
N -0.912032 -0.729176 2.145349  -0.404

Forces on atoms 1 to 3 (eV/Å):
-1.69 1.32 -0.33
-0.95 -0.03 -0.33
0.23 0.45 0.78

Relative energy (zero: lowest compared OMol25 entry of this formula, charge and spin) in kJ/mol: 297.5
Lowest unoccupied orbital energy (spin up / spin down) in eV: -1.04 / -1.04
Highest occupied orbital energy (spin up / spin down) in Eh: -0.3472 / -0.3472

[3]
# BrFHP

An isolated molecule of BrFHP (ωB97M-V/def2-TZVPD, the Open Molecules 2025 dataset).

Each line ends with the natural charge from an NBO analysis.
Cartesian coordinates (Å):
Br -0.365106 2.297118 -1.235819  -0.259
P -0.666837 0.949880 0.542612  0.947
F 0.612863 1.327861 1.476277  -0.579
H -0.030818 -0.079117 0.011529  -0.110

Forces on atoms 1 to 3 (eV/Å):
0.01 -0.33 0.40
-0.36 2.24 1.22
-0.65 0.06 -0.37

Relative energy (zero: lowest compared OMol25 entry of this formula, charge and spin) in kJ/mol: 2.5
Lowest unoccupied orbital energy in eV: 0.26
Highest occupied orbital energy in Eh: -0.3713
Structure (SMILES): FPBr

[4]
# BrH10O5

A cluster of 6 separate species, BrH10O5 in total (ωB97M-V/def2-TZVPD, the Open Molecules 2025 dataset).

Each line ends with the natural charge from an NBO analysis.
Cartesian coordinates (Å):
Br -1.298960 0.449574 -0.066005  -0.873
O 0.940213 1.235265 1.920643  -0.975
O -1.189685 -2.460842 -1.389103  -0.965
O -0.746597 -1.921788 2.542463  -0.945
O 1.535392 -0.386538 -1.640644  -0.959
O 0.316043 2.855867 -1.130206  -0.977
H 1.021420 -0.081535 -0.945663  0.492
H 0.118080 1.200044 1.382757  0.480
H -0.976132 -2.797531 2.203848  0.453
H -1.095340 -1.384257 1.876434  0.485
H -0.304165 2.181672 -0.905900  0.484
H -1.398622 -1.617728 -1.093886  0.480
H 2.426027 -0.398733 -1.375370  0.457
H 0.974194 2.198263 1.982213  0.448
H -0.043071 3.273560 -1.931854  0.451
H -0.278796 -2.345294 -1.429728  0.464

Forces on atoms 1 to 3 (eV/Å):
-0.79 -0.21 0.04
-0.41 0.90 -0.06
-1.48 -2.95 -0.81

Relative energy (zero: lowest compared OMol25 entry of this formula, charge and spin) in kJ/mol: 63.3
Total charge: -1
Lowest unoccupied orbital energy in eV: 3.69
Highest occupied orbital energy in Eh: -0.2047

[5]
# BrH2NO2P

A structure of composition BrH2NO2P (ωB97M-V/def2-TZVPD, the Open Molecules 2025 dataset).

Each line ends with the natural charge from an NBO analysis.
Cartesian coordinates (Å):
Br 2.156463 0.917390 0.494860  -0.349
P 0.470558 -0.342133 -0.264198  1.892
O 0.224844 -1.839086 1.326764  -1.009
O 0.563364 -0.631186 -1.705425  -1.115
N -0.755310 0.817746 -0.016827  -1.205
H -1.405248 0.297087 -0.770008  0.380
H -1.254668 0.780179 0.934832  0.407

Forces on atoms 1 to 3 (eV/Å):
0.57 0.05 0.02
-0.68 -3.37 5.07
0.61 3.79 -4.16

Relative energy (zero: lowest compared OMol25 entry of this formula, charge and spin) in kJ/mol: 441.0
Total charge: -1
Lowest unoccupied orbital energy in eV: 3.50
Highest occupied orbital energy in Eh: -0.1523

[6]
# BrH2NOS

A cluster of 2 separate species, BrH2NOS in total (ωB97M-V/def2-TZVPD, the Open Molecules 2025 dataset).

Each line ends with the natural charge from an NBO analysis.
Cartesian coordinates (Å):
Br -4.509233 0.694651 0.055703  -0.146
S -3.294022 -1.053797 0.047774  0.930
O -4.100394 -2.248957 -0.013182  -0.785
N 0.336734 -0.513797 -0.319232  -0.618
H 0.120683 0.175651 -0.976172  0.303
H 1.275028 -0.503325 0.155770  0.316

Forces on atoms 1 to 3 (eV/Å):
-0.91 1.15 0.00
1.86 -0.04 0.06
-0.92 -1.12 -0.06

Relative energy (zero: lowest compared OMol25 entry of this formula, charge and spin) in kJ/mol: 248.8
Lowest unoccupied orbital energy (spin up / spin down) in eV: -1.02 / -1.25
Highest occupied orbital energy (spin up / spin down) in Eh: -0.3267 / -0.4011

[7]
# BrH2OPS

A cluster of 2 separate species, BrH2OPS in total (ωB97M-V/def2-TZVPD, the Open Molecules 2025 dataset).

Each line ends with the natural charge from an NBO analysis.
Cartesian coordinates (Å):
Br 3.414106 0.309352 0.116865  -0.194
S -1.403428 0.964055 0.243279  -0.397
P -1.771509 -1.219570 0.374392  1.240
O -2.962590 -1.566241 1.133599  -0.988
H -0.423833 0.821258 -0.668545  0.145
H 3.147254 0.691144 -1.199592  0.194

Forces on atoms 1 to 3 (eV/Å):
0.08 -0.17 0.56
-0.49 -0.88 0.20
1.01 0.75 -0.76

Relative energy (zero: lowest compared OMol25 entry of this formula, charge and spin) in kJ/mol: 78.5
Lowest unoccupied orbital energy in eV: -0.83
Highest occupied orbital energy in Eh: -0.3624
Structure (SMILES): O=PS.Br

[8]
# BrH3Si

A structure of composition BrH3Si (ωB97M-V/def2-TZVPD, the Open Molecules 2025 dataset).

Each line ends with the natural charge from an NBO analysis.
Cartesian coordinates (Å):
Br 2.601842 -0.067840 0.087458  -0.551
Si -0.489279 0.040145 -0.002806  1.000
H -0.446114 -0.954454 -1.057545  -0.143
H -0.782260 -0.404485 1.345024  -0.151
H -0.884188 1.386635 -0.372131  -0.155

Forces on atoms 1 to 3 (eV/Å):
-2.57 0.23 -0.01
3.10 -0.27 -0.03
-0.32 -0.15 -0.15

Relative energy (zero: lowest compared OMol25 entry of this formula, charge and spin) in kJ/mol: 183.5
Lowest unoccupied orbital energy in eV: -1.63
Highest occupied orbital energy in Eh: -0.3435